ORCA calculation (wB97M-V/def2-TZVPD) on a structure of composition C5H11O3P3 in a non-equilibrium geometry.

Last column: Mulliken charge in e.
Geometry (Å):
C (-0.8305, -2.1405, -0.2694)  0.649
C (-0.0201, 0.4286, 0.2844)  -0.062
C (0.9065, -0.5746, -0.4595)  -0.424
C (-1.3956, 0.2208, -0.0680)  -0.300
C (2.3423, -0.9106, 0.1231)  -0.524
O (-1.5646, -2.9542, 0.0629)  -0.400
O (0.3307, -1.9124, -0.5724)  -0.234
O (2.9261, 0.1821, 0.8262)  -0.518
P (0.4796, 2.0401, -0.4172)  -0.087
P (-1.6177, 0.6562, -1.8425)  -0.035
P (-2.6508, 0.5949, 1.2148)  -0.051
H (0.3513, 0.5008, 1.3646)  0.495
H (1.1482, -0.2654, -1.4877)  0.360
H (2.8913, -1.1979, -0.8228)  0.271
H (2.3593, -1.6340, 0.8989)  0.401
H (2.9352, 0.9682, 0.3007)  0.296
H (1.6073, 2.2009, 0.3198)  -0.018
H (-0.3491, 2.7810, 0.6030)  0.072
H (-2.5031, 1.7004, -1.4242)  0.057
H (-2.5183, -0.1974, -2.1898)  0.021
H (-1.7639, 0.1894, 2.3727)  0.025
H (-3.0641, -0.6763, 1.1822)  0.007

Calculated values
Multiplicity: 1
E_HOMO (eV): -7.595
Gap between HOMO and LUMO (eV): 7.829

---

ORCA calculation (wB97M-V/def2-TZVPD) on a structure of composition C27H26N6O2PtS in a non-equilibrium geometry.

Last column: Mulliken charge in e.
Geometry (Å):
Pt (0.5882, 0.6218, 0.5534)  1.175
C (-1.3092, 4.1584, 2.3590)  -0.471
O (-0.0776, 3.7656, 3.0515)  -0.429
C (0.3706, 2.7090, 2.4325)  0.388
N (-0.3618, 2.1767, 1.5119)  -0.272
C (-1.5616, 3.0173, 1.3433)  -0.208
C (-1.8055, 3.5214, -0.0613)  0.321
C (-0.9675, 3.2334, -1.1344)  -0.469
C (-1.2643, 3.7178, -2.4052)  -0.559
C (-2.3896, 4.5002, -2.6079)  -0.619
C (-3.2186, 4.8035, -1.5354)  -0.668
C (-2.9286, 4.3169, -0.2704)  -0.603
C (1.7053, 2.1485, 2.7071)  0.389
C (2.5735, 2.3920, 3.7551)  -0.501
C (3.7387, 1.6336, 3.8262)  -0.479
C (3.9964, 0.6309, 2.8977)  -0.374
C (3.0850, 0.4495, 1.8721)  0.697
N (2.0177, 1.2430, 1.7783)  0.015
C (3.0789, -0.5575, 0.7821)  0.174
N (2.1621, -0.5352, -0.1357)  -0.508
C (2.5920, -1.5051, -1.1940)  -0.081
C (3.7566, -2.2362, -0.4967)  -0.575
O (4.0326, -1.4375, 0.6962)  -0.398
C (1.5098, -2.3607, -1.8043)  0.570
C (1.7269, -3.7023, -2.0907)  -0.549
C (0.7714, -4.4372, -2.7813)  -0.881
C (-0.4060, -3.8367, -3.1933)  -0.620
C (-0.6124, -2.4868, -2.9391)  -0.720
C (0.3455, -1.7514, -2.2608)  -0.491
H (-1.0964, 5.1101, 1.8773)  0.376
H (-2.0879, 4.2706, 3.1064)  0.358
H (-2.4071, 2.4017, 1.6647)  0.482
H (-0.0569, 2.6596, -0.9905)  0.601
H (-0.6023, 3.4937, -3.2311)  0.441
H (-2.6150, 4.8840, -3.5932)  0.437
H (-4.0948, 5.4196, -1.6849)  0.416
H (-3.5937, 4.5492, 0.5540)  0.450
H (2.3391, 3.1418, 4.4980)  0.541
H (4.4349, 1.8012, 4.6364)  0.481
H (4.8678, -0.0041, 2.9761)  0.543
H (3.0057, -0.9028, -2.0084)  0.371
H (4.6751, -2.2172, -1.0745)  0.287
H (3.5262, -3.2474, -0.1709)  0.448
H (2.6504, -4.1945, -1.8134)  0.410
H (0.9590, -5.4784, -3.0057)  0.408
H (-1.1455, -4.4081, -3.7380)  0.476
H (-1.5065, -1.9974, -3.3045)  0.479
H (0.2123, -0.6828, -2.1396)  0.615
C (-1.4481, -5.0862, 0.2880)  -0.851
C (-1.8326, -4.0166, 1.3087)  -0.674
C (-1.8005, -2.6390, 0.7325)  0.340
N (-0.8211, -1.8229, 0.8490)  -0.701
N (-1.0656, -0.6064, 0.2351)  0.224
C (-2.2192, -0.5482, -0.3985)  0.360
N (-2.6630, 0.4983, -1.0997)  -0.184
S (-3.1321, -2.0006, -0.2056)  -0.103
H (-1.4747, -6.0701, 0.7526)  0.392
H (-0.4446, -4.9062, -0.0942)  0.130
H (-2.1358, -5.0952, -0.5584)  0.323
H (-1.1420, -4.0218, 2.1519)  0.292
H (-2.8306, -4.2108, 1.7055)  0.371
H (-2.0549, 1.2789, -1.3071)  -0.050
H (-3.5483, 0.4551, -1.5740)  0.254

Calculated values
Multiplicity: 1
E_HOMO (eV): -14.259
Net charge: +2
Gap between HOMO and LUMO (eV): 7.438

---

ORCA calculation (wB97M-V/def2-TZVPD) on a cluster of 2 separate species, C9H13O in total in a non-equilibrium geometry.

Last column: Mulliken charge in e.
Geometry (Å):
C (2.9137, -0.5037, 0.2311)  -0.652
C (2.3766, 0.4515, 1.0082)  -0.258
C (2.1388, -0.9878, -0.8698)  -0.266
C (1.0423, 0.8631, 0.8972)  -0.389
C (0.8543, -0.4488, -1.1135)  -0.177
C (0.3386, 0.4631, -0.1717)  0.310
C (-1.8116, -1.9475, 0.4745)  -0.633
C (-1.2354, 2.2421, -0.5011)  -0.799
C (-2.4981, -0.7313, 0.1262)  0.085
O (-0.9819, 0.8764, -0.4830)  -0.270
H (3.9636, -0.7527, 0.3130)  0.392
H (2.9175, 1.0504, 1.7880)  0.307
H (2.6499, -1.7674, -1.5255)  0.331
H (0.7379, 1.5626, 1.7596)  0.271
H (0.4167, -0.6303, -2.1030)  0.405
H (-1.4920, -2.1032, 1.5682)  0.288
H (-0.7169, -1.8835, 0.2083)  0.185
H (-2.2447, -2.8310, 0.0536)  0.363
H (-1.5715, 2.7771, 0.4797)  0.282
H (-0.1836, 2.6464, -0.8467)  0.325
H (-1.9824, 2.3607, -1.2224)  0.331
H (-2.7227, -0.6036, -0.8646)  0.237
H (-2.9087, -0.1028, 0.7935)  0.335

Calculated values
Multiplicity: 1
E_HOMO (eV): -13.120
Net charge: +1
Gap between HOMO and LUMO (eV): 7.022

---

ORCA calculation (wB97M-V/def2-TZVPD) on a structure of composition C43H32F9N5O5P2SSr in a non-equilibrium geometry.

Last column: Mulliken charge in e.
Geometry (Å):
Sr (-0.0735, 0.0955, -0.2395)  2.484
O (-0.5774, 1.3152, 1.5824)  0.073
P (-1.1771, 2.6864, 1.4072)  0.712
C (-2.3330, 2.8640, 0.0064)  -1.652
P (-1.5780, 2.7391, -1.6502)  0.293
O (-0.4757, 1.7134, -1.7769)  -0.090
C (-0.9466, 4.3831, -2.0129)  1.325
C (-1.6751, 5.5456, -1.7679)  -0.589
C (-1.1552, 6.7826, -2.1151)  -0.746
C (0.0959, 6.8625, -2.7181)  -0.633
C (0.8225, 5.7069, -2.9730)  -0.622
C (0.3044, 4.4651, -2.6207)  -0.253
C (-2.9055, 2.4589, -2.7996)  0.849
C (-2.6655, 1.5521, -3.8268)  -0.550
C (-3.6610, 1.2798, -4.7536)  -0.675
C (-4.8892, 1.9155, -4.6548)  -0.566
C (-5.1278, 2.8296, -3.6331)  -0.714
C (-4.1370, 3.1008, -2.7026)  -0.604
C (0.1271, 3.9035, 1.1774)  -0.368
C (1.2732, 3.5261, 0.4615)  0.813
C (2.3240, 4.4199, 0.3149)  -0.639
C (2.2403, 5.6884, 0.8784)  -0.807
C (1.1028, 6.0739, 1.5765)  -0.860
C (0.0492, 5.1825, 1.7287)  -0.455
C (-2.0846, 3.1924, 2.8662)  0.093
C (-3.4345, 3.5287, 2.8646)  -0.367
C (-4.0653, 3.8830, 4.0528)  -0.771
C (-3.3484, 3.8985, 5.2403)  -0.456
C (-2.0006, 3.5496, 5.2502)  -0.757
C (-1.3717, 3.1946, 4.0694)  -0.486
H (-2.8151, 3.8406, 0.0908)  1.021
H (-3.0557, 2.0440, 0.0756)  0.629
H (-2.6587, 5.4987, -1.3101)  0.162
H (-1.7261, 7.6824, -1.9205)  0.431
H (0.5015, 7.8296, -2.9898)  0.407
H (1.7968, 5.7667, -3.4465)  0.483
H (0.8680, 3.5557, -2.8046)  0.238
H (-1.7024, 1.0568, -3.8860)  0.357
H (-3.4814, 0.5613, -5.5445)  0.444
H (-5.6712, 1.6924, -5.3710)  0.382
H (-6.0895, 3.3226, -3.5582)  0.399
H (-4.3404, 3.7987, -1.8971)  0.189
H (1.3461, 2.5530, -0.0280)  0.349
H (3.2007, 4.1263, -0.2537)  0.529
H (3.0669, 6.3814, 0.7709)  0.411
H (1.0388, 7.0656, 2.0101)  0.448
H (-0.8314, 5.4831, 2.2841)  0.475
H (-4.0105, 3.5031, 1.9472)  0.364
H (-5.1173, 4.1415, 4.0477)  0.417
H (-3.8407, 4.1774, 6.1640)  0.404
H (-1.4437, 3.5522, 6.1796)  0.409
H (-0.3237, 2.9131, 4.0753)  0.443
S (1.9553, -3.4510, 6.8945)  0.106
N (2.8033, -2.4378, 5.9666)  -0.676
C (2.0600, -2.2187, 4.8975)  1.038
C (2.4139, -1.3415, 3.7829)  0.380
C (3.5798, -0.5792, 3.7670)  -0.733
C (3.8102, 0.2620, 2.7065)  -1.532
C (2.8677, 0.3104, 1.6805)  -0.575
N (1.7595, -0.4211, 1.6699)  0.904
C (1.5297, -1.2384, 2.7133)  -0.840
C (0.2441, -1.9997, 2.7119)  -0.470
N (-0.5506, -1.8769, 1.6323)  0.597
C (-1.7445, -2.4576, 1.6624)  -0.177
C (-2.2059, -3.2173, 2.7336)  -1.195
C (-1.3747, -3.3899, 3.8114)  -0.558
C (-0.1255, -2.7744, 3.8077)  0.555
C (0.8170, -2.9032, 4.9165)  0.897
N (0.6259, -3.6358, 5.9979)  -0.683
H (4.2755, -0.6615, 4.5933)  0.523
H (4.7001, 0.8762, 2.6523)  0.531
H (3.0224, 0.9525, 0.8191)  0.492
H (-2.3749, -2.2996, 0.7921)  0.286
H (-3.1955, -3.6556, 2.7018)  0.486
H (-1.6682, -3.9846, 4.6689)  0.516
N (-0.8783, -1.9754, -1.6351)  -0.307
C (-2.3064, -1.8030, -2.0030)  -0.870
C (-2.9972, -0.6254, -1.2971)  0.535
O (-4.1488, -0.3606, -1.6335)  -0.836
O (-2.2828, -0.0276, -0.4060)  -0.211
H (-0.3042, -2.0858, -2.4614)  0.180
H (-0.7449, -2.8161, -1.0878)  0.189
H (-2.8942, -2.6933, -1.7822)  0.400
H (-2.4074, -1.6225, -3.0711)  0.348
F (4.6948, 0.9376, -3.1440)  -0.311
C (3.9086, 0.8565, -2.0724)  0.044
F (4.6796, 0.4979, -1.0373)  -0.281
F (3.4749, 2.1004, -1.8079)  -0.096
C (2.6899, -0.1188, -2.2183)  1.045
O (1.8094, 0.0633, -1.2249)  -0.937
C (2.0330, 0.1495, -3.6203)  0.068
F (2.7700, -0.2617, -4.6514)  -0.295
F (1.7997, 1.4570, -3.7938)  -0.246
F (0.8469, -0.4674, -3.7137)  -0.235
C (3.2234, -1.5909, -2.1904)  0.309
F (2.2469, -2.4419, -2.5496)  -0.247
F (4.2617, -1.8088, -3.0042)  -0.272
F (3.5975, -1.9329, -0.9592)  -0.215

Calculated values
Multiplicity: 1
E_HOMO (eV): -8.382
Gap between HOMO and LUMO (eV): 7.938